Record 1
ORCA calculation (ωB97M-V/def2-TZVPD) on a molecular structure, C35H29FI2N4O6Zr at a distorted geometry.

Computed properties:
- Energy relative to the best compared isomer or geometry (same formula, charge and spin): 21.33 kcal/mol
- LUMO: 0.09 eV
- Frontier orbital gap: 8.36 eV
- 2S+1: 1
- Calculated total energy: -2763.96819 a.u.

Positions of all 78 atoms, in Å:
Zr (-0.2747, -0.3646, -0.1960)
I (1.2622, -1.8343, 7.2726)
C (1.1968, -1.2246, 5.2872)
C (2.2680, -1.4920, 4.4479)
C (2.2108, -1.1020, 3.1144)
I (3.7837, -1.5638, 1.8468)
C (1.0934, -0.4455, 2.6218)
O (0.9788, -0.1111, 1.3449)
C (0.0212, -0.1672, 3.4766)
C (-1.1590, 0.5978, 2.9389)
N (-1.8207, -0.0255, 1.7687)
C (-2.5906, -1.2235, 2.1038)
C (-1.6698, -2.4117, 2.1667)
C (-1.8525, -3.4242, 3.0941)
C (-0.9248, -4.4480, 3.1658)
C (0.1713, -4.4138, 2.3214)
C (0.2745, -3.3739, 1.4147)
N (-0.6415, -2.4055, 1.3089)
C (0.0752, -0.5615, 4.8043)
H (3.1400, -2.0128, 4.8170)
H (-1.8849, 0.7383, 3.7484)
H (-0.8270, 1.5820, 2.6063)
H (-2.4447, 0.6644, 1.3634)
H (-3.1186, -1.1095, 3.0573)
H (-3.3301, -1.3801, 1.3166)
H (-2.6954, -3.3828, 3.7709)
H (-1.0383, -5.2420, 3.8920)
H (0.9464, -5.1653, 2.3604)
H (1.1254, -3.2898, 0.7540)
H (-0.7638, -0.3541, 5.4570)
O (-1.1824, 4.1341, -0.6191)
C (-0.5832, 3.1774, 0.0819)
O (-1.0705, 2.0679, 0.2004)
C (0.6616, 3.6750, 0.7885)
O (1.5952, 2.6721, 1.0162)
C (2.4480, 2.3999, -0.1150)
C (1.4222, 1.1031, -1.9494)
O (2.0808, 0.8410, -3.1334)
O (0.1310, 0.7731, -1.8359)
H (-1.9728, 3.7422, -1.0238)
H (1.0454, 4.5369, 0.2364)
H (0.3157, 4.0274, 1.7670)
H (3.2416, 3.1479, -0.1271)
H (2.8812, 1.4239, 0.0884)
C (1.4672, 5.7115, -3.9436)
C (0.7606, 4.5410, -4.1898)
C (0.8637, 3.4547, -3.3411)
C (1.6996, 3.5036, -2.2208)
C (2.4039, 4.6795, -1.9715)
C (2.2824, 5.7673, -2.8278)
N (1.7578, 2.3812, -1.3622)
N (2.4546, 0.1008, -1.8635)
C (2.0370, -1.2782, -2.0481)
C (2.7890, -1.9590, -3.0003)
C (2.5012, -3.2828, -3.2707)
C (1.4544, -3.9057, -2.6008)
C (0.7184, -3.1958, -1.6656)
C (0.9812, -1.8573, -1.3412)
H (1.3793, 6.5608, -4.6067)
H (0.1143, 4.4698, -5.0552)
H (0.2848, 2.5654, -3.5476)
H (3.0624, 4.7764, -1.1202)
H (2.8445, 6.6661, -2.6076)
H (3.5820, -1.4414, -3.5235)
H (3.0772, -3.8238, -4.0106)
H (1.2039, -4.9363, -2.8202)
H (-0.1147, -3.7046, -1.1909)
F (-6.0396, -1.8049, -2.6862)
C (-4.8288, -1.5396, -2.1432)
C (-4.0687, -2.5871, -1.6631)
C (-2.8312, -2.2967, -1.1011)
C (-2.3245, -0.9935, -1.0056)
C (-3.1425, 0.0162, -1.5300)
C (-4.3916, -0.2344, -2.0927)
H (-4.4428, -3.5998, -1.7364)
H (-2.2507, -3.1324, -0.7227)
H (-2.7981, 1.0471, -1.5177)
H (-5.0110, 0.5568, -2.4942)

Atomic forces in eV per Å
-1.06 -0.31 0.40
0.00 -0.05 0.14
0.03 0.05 -0.21
-0.08 0.03 0.01
0.15 -0.19 0.45
0.03 0.03 -0.17
-0.32 0.27 -0.51
0.53 0.04 0.12
-0.12 -0.04 0.32
-0.07 0.03 -0.03
0.11 0.03 -0.04
0.02 -0.06 -0.01
0.05 0.02 -0.03
-0.02 0.03 0.01
0.02 -0.03 0.02
0.01 0.05 -0.04
-0.02 0.01 0.05
0.05 0.08 -0.09
0.04 0.00 -0.10
0.01 0.00 0.02
0.01 0.01 -0.02
0.04 -0.02 0.02
-0.03 -0.03 0.00
0.02 -0.03 0.00
0.01 0.00 0.02
0.00 -0.01 0.01
-0.01 -0.01 0.00
0.01 -0.01 0.02
0.00 -0.04 0.00
0.01 0.00 0.03
0.02 -0.18 0.07
-0.07 0.08 -0.01
0.16 -0.02 -0.05
-0.11 0.08 0.05
0.03 -0.03 -0.06
0.03 0.08 0.04
-0.06 -0.17 -0.11
0.10 0.03 0.08
0.30 0.10 0.11
-0.02 0.07 -0.04
0.03 -0.03 0.03
0.03 0.02 -0.03
-0.01 -0.06 0.03
-0.03 0.00 -0.01
-0.03 -0.05 0.01
0.02 0.05 -0.02
0.00 0.01 -0.03
-0.10 -0.08 0.07
0.04 0.08 -0.05
0.03 0.01 0.04
0.19 0.13 0.01
-0.05 0.00 -0.24
0.12 0.19 -0.14
0.02 -0.20 0.13
-0.01 -0.02 -0.03
0.01 0.03 0.00
-0.05 0.00 -0.01
0.16 0.09 -0.18
0.00 0.01 -0.01
-0.01 0.00 0.00
0.01 -0.03 0.01
-0.02 -0.02 -0.01
0.00 0.01 -0.01
0.01 0.02 0.02
0.00 0.00 0.00
0.00 0.00 0.00
0.01 -0.01 0.00
0.02 0.00 0.01
-0.06 -0.02 -0.02
0.04 0.04 0.01
-0.05 -0.01 -0.01
-0.08 -0.09 -0.01
-0.03 0.01 0.00
0.05 0.02 0.02
-0.01 -0.01 0.00
0.01 0.01 0.00
-0.01 0.00 0.00
-0.01 0.00 -0.01

Okay, here come the Mulliken numbers, in e, for every atom:
1 Zr -1.470
2 I 0.070
3 C -0.565
4 C -0.233
5 C -0.212
6 I 0.016
7 C -1.007
8 O 0.336
9 C 1.539
10 C -1.546
11 N 0.054
12 C -1.459
13 C 0.715
14 C -1.096
15 C -0.680
16 C -1.044
17 C -0.590
18 N 1.538
19 C -0.517
20 H 0.405
21 H 0.468
22 H 0.038
23 H 0.467
24 H 0.480
25 H 0.457
26 H 0.529
27 H 0.423
28 H 0.476
29 H 0.530
30 H 0.456
31 O -0.557
32 C 0.383
33 O -0.142
34 C -0.462
35 O -0.341
36 C -0.948
37 C 0.259
38 O -0.487
39 O -0.536
40 H 0.421
41 H 0.310
42 H 0.509
43 H 0.323
44 H 0.338
45 C -0.570
46 C -0.976
47 C -0.341
48 C 1.586
49 C -0.656
50 C -0.822
51 N 0.589
52 N -0.120
53 C -0.759
54 C -0.383
55 C -0.595
56 C -1.050
57 C 0.793
58 C 1.780
59 H 0.406
60 H 0.389
61 H 0.494
62 H 0.321
63 H 0.408
64 H 0.495
65 H 0.370
66 H 0.458
67 H 0.273
68 F -0.351
69 C 0.318
70 C -0.947
71 C -0.007
72 C 0.742
73 C 0.001
74 C -0.836
75 H 0.483
76 H 0.156
77 H 0.233
78 H 0.468

---

Record 2
ORCA calculation (ωB97M-V/def2-TZVPD) on 3 unconnected molecules or ions with the total composition C4H14NO2S at a distorted geometry.

Computed properties:
- Energy relative to the best compared isomer or geometry (same formula, charge and spin): 31.06 kcal/mol
- LUMO: 3.45 eV
- Net charge: -1
- Frontier orbital gap: 6.58 eV
- 2S+1: 1
- Calculated total energy: -764.22379 a.u.

Positions of all 22 atoms, in Å:
C (0.1299, -1.1168, 0.5610)
C (-0.7004, -0.3932, 1.6527)
S (0.4020, 0.6805, 2.6154)
C (-0.6739, -1.8483, -0.5020)
N (-0.3292, -2.0205, -1.9371)
C (0.0885, -0.7711, -2.5174)
H (0.7424, -0.3191, -0.0145)
H (0.6567, -1.8913, 1.1205)
H (-1.0256, -1.2259, 2.3736)
H (-1.6284, 0.1767, 1.2988)
H (-1.0451, -2.7550, -0.1202)
H (-1.6773, -1.2601, -0.5419)
H (0.2647, -2.7824, -2.1931)
H (-0.5178, 0.0568, -2.2280)
H (-0.0887, -0.6852, -3.6411)
H (1.1597, -0.4784, -2.2878)
H (-1.3692, 2.5306, 0.7397)
H (-0.3869, 3.1766, 1.5627)
O (-1.0944, 3.3899, 0.9269)
H (2.6181, 2.5740, 0.3106)
H (2.0650, 2.0620, 1.6123)
O (2.4097, 2.9003, 1.2089)

Atomic forces in eV per Å
0.38 1.13 -1.44
-0.48 -0.85 0.58
0.03 0.35 0.27
-3.19 1.64 -0.83
-0.44 1.08 0.85
1.37 0.39 -1.92
-0.37 -1.40 1.43
1.01 0.57 -0.23
-0.11 1.16 -1.01
1.18 -0.92 0.10
-0.11 -1.65 0.38
1.37 -0.61 -0.20
0.47 -0.26 0.33
-0.61 0.44 1.01
0.60 -0.77 1.05
-0.99 -0.23 -0.37
-0.93 -2.29 -0.64
0.02 0.17 -0.11
0.95 2.02 0.74
-0.16 0.48 0.59
-0.28 0.55 0.05
0.30 -1.01 -0.63

Okay, here come the natural (NBO) numbers, in e, for every atom:
1 C -0.445
2 C -0.526
3 S -0.699
4 C -0.219
5 N -0.643
6 C -0.421
7 H 0.200
8 H 0.203
9 H 0.180
10 H 0.172
11 H 0.183
12 H 0.159
13 H 0.353
14 H 0.203
15 H 0.179
16 H 0.167
17 H 0.459
18 H 0.499
19 O -0.966
20 H 0.449
21 H 0.499
22 O -0.985